## A
The following is a quantum chemistry calculation of a gas-phase ion, C6H6NS (charge +1), from the OMol25 dataset.

Properties
frontier orbital gap = 9.325 eV
total charge = +1
HOMO energy = -0.564 Eh
LUMO energy = -6.0 eV
molecular weight = 124.2 g mol⁻¹

Structure (XYZ):
```
14
C6H6NS (the ωB97M-V functional and the def2-TZVPD basis)
C -1.449 0.728 -1.905
C -0.312 0.938 -1.193
C 0.171 2.235 -1.525
C -0.739 3.042 -2.438
C -0.464 0.298 1.214
C 0.266 0.140 -0.101
N 0.503 3.453 -1.872
S -2.034 2.050 -2.879
H -1.945 -0.316 -1.995
H -0.478 1.360 1.333
H 0.018 -0.156 2.039
H -1.458 0.095 1.292
H 0.446 -0.956 -0.460
H 1.193 0.527 0.032
```


## B
The following is a quantum chemistry calculation of a gas-phase ion, C6H6NS (charge +1), from the OMol25 dataset.

Properties
frontier orbital gap (spin up / spin down) = 6.751 / 6.753 eV
total charge = +1
HOMO energy (spin up / spin down) = -0.515 / -0.516 Eh
LUMO energy (spin up / spin down) = -7.3 / -7.3 eV
molecular weight = 124.2 g mol⁻¹

Structure (XYZ):
```
14
C6H6NS (the ωB97M-V functional and the def2-TZVPD basis)
C 1.065 -1.016 -0.402
C 0.472 0.235 0.226
C 1.187 1.256 0.041
C 3.085 2.803 0.112
C -1.898 -0.235 -0.382
C -0.769 -0.239 0.786
N 2.198 2.015 0.072
S 2.443 -1.722 -0.094
H 0.269 -1.398 -1.072
H -2.791 -0.375 0.130
H -1.635 -1.146 -1.014
H -1.981 0.633 -1.072
H -0.705 -1.250 1.050
H -0.940 0.439 1.620
```


Most stable: A (next structure +101.7 kJ/mol)


## A
The following is a quantum chemistry calculation of 2 unconnected molecules or ions with the total composition C5H14OS, from the OMol25 dataset.

Properties
SMILES = CCCCSC.O
frontier orbital gap = 9.180 eV
total charge = 0
HOMO energy = -0.313 Eh
LUMO energy = 0.7 eV
molecular weight = 122.2 g mol⁻¹

Structure (XYZ):
```
21
C5H14OS (the ωB97M-V functional and the def2-TZVPD basis)
C -0.275 -2.400 -0.205
C -1.174 -1.287 -0.832
C -0.407 0.024 -1.094
C 0.446 0.516 0.144
S -0.524 0.701 1.668
C -1.361 2.267 1.077
H 0.539 -2.642 -0.964
H 0.230 -1.942 0.681
H -0.938 -3.281 -0.094
H -1.968 -1.036 -0.070
H -1.444 -1.648 -1.864
H -1.057 0.951 -1.197
H 0.366 -0.133 -1.871
H 1.355 -0.104 0.417
H 1.039 1.424 -0.099
H -0.724 2.773 0.312
H -1.361 3.044 1.882
H -2.442 2.020 0.728
H 3.835 -0.990 -2.278
H 3.196 -0.060 -1.162
O 3.049 -0.538 -1.957
```


## B
The following is a quantum chemistry calculation of 2 unconnected molecules or ions with the total composition C5H14OS, from the OMol25 dataset.

Properties
SMILES = CCCCSC.O
frontier orbital gap = 9.290 eV
total charge = 0
HOMO energy = -0.313 Eh
LUMO energy = 0.8 eV
molecular weight = 122.2 g mol⁻¹

Structure (XYZ):
```
21
C5H14OS (the ωB97M-V functional and the def2-TZVPD basis)
C 1.266 0.974 0.959
C 0.555 0.366 -0.228
C -0.189 -0.978 0.198
C -1.623 -0.684 0.627
S -2.749 -0.530 -0.792
C -3.467 -2.197 -0.788
H 2.114 0.429 1.355
H 0.597 1.174 1.805
H 1.641 1.981 0.762
H -0.267 1.001 -0.555
H 1.196 0.118 -1.059
H -0.162 -1.648 -0.650
H 0.377 -1.393 1.028
H -1.648 0.204 1.260
H -2.052 -1.497 1.208
H -3.856 -2.517 0.171
H -4.290 -2.147 -1.504
H -2.718 -2.895 -1.133
H 4.343 3.234 -0.796
H 5.727 3.419 -1.336
O 5.204 3.585 -0.530
```


Most stable: B (next structure +73.2 kJ/mol)


## A
The following is a quantum chemistry calculation of a gas-phase ion, C7H16N (charge +1), from the OMol25 dataset.

Properties
SMILES = CC[C@]1(C)[NH2+]C1(C)C
frontier orbital gap = 11.247 eV
total charge = +1
HOMO energy = -0.522 Eh
LUMO energy = -2.9 eV
molecular weight = 114.2 g mol⁻¹

Structure (XYZ):
```
24
C7H16N (the ωB97M-V functional and the def2-TZVPD basis)
C 1.193 -0.145 0.061
C -0.384 0.510 0.119
C 2.372 0.843 0.041
C 1.345 -1.600 0.414
C -0.497 1.984 0.503
C -2.315 -1.153 -0.515
C -1.606 -0.277 0.545
N 0.324 0.057 -1.133
H 2.328 1.629 -0.712
H 3.184 0.212 -0.143
H 2.676 1.257 1.031
H 0.276 -2.039 0.385
H 1.698 -1.735 1.473
H 2.008 -1.969 -0.241
H -1.167 2.365 -0.240
H 0.345 2.591 0.475
H -0.886 2.161 1.454
H -3.274 -1.550 -0.070
H -1.631 -2.045 -0.906
H -2.574 -0.611 -1.443
H -1.573 -0.915 1.535
H -2.293 0.502 0.784
H 0.558 0.728 -1.908
H -0.106 -0.799 -1.508
```


## B
The following is a quantum chemistry calculation of 2 unconnected molecules or ions with the total composition C7H16N, from the OMol25 dataset.

Properties
frontier orbital gap = 5.466 eV
total charge = +1
HOMO energy = -0.470 Eh
LUMO energy = -7.3 eV
molecular weight = 114.2 g mol⁻¹

Structure (XYZ):
```
24
C7H16N (the ωB97M-V functional and the def2-TZVPD basis)
C 1.257 1.102 2.857
C 0.732 0.671 1.483
C 0.437 -0.865 1.470
C 0.164 -1.339 0.002
C -1.993 -0.090 0.116
C -1.031 -0.884 -0.519
C -1.511 -1.352 -1.888
N 1.505 2.000 -3.008
H 1.840 2.028 2.857
H 0.521 1.265 3.651
H 1.945 0.319 3.199
H -0.161 1.272 1.154
H -0.402 -1.082 2.147
H 1.298 -1.414 1.883
H 0.585 -2.168 -0.577
H 0.853 2.270 -3.730
H -2.830 0.411 -0.374
H -2.196 -0.265 1.181
H -0.653 -1.996 -2.204
H -1.469 -0.676 -2.753
H -2.414 -1.962 -2.003
H 1.278 1.103 -2.597
H 1.460 0.801 0.664
H 1.446 2.711 -2.281
```


Most stable: A (next structure +181.6 kJ/mol)


## A
The following is a quantum chemistry calculation of C3H4FNO in the gas phase, from the OMol25 dataset.

Properties
SMILES = N#C[C@H](F)CO
frontier orbital gap = 12.090 eV
total charge = 0
HOMO energy = -0.420 Eh
LUMO energy = 0.7 eV
molecular weight = 89.1 g mol⁻¹

Structure (XYZ):
```
10
C3H4FNO (the ωB97M-V functional and the def2-TZVPD basis)
C -0.081 -0.625 0.823
C 0.518 0.463 -0.092
C 0.068 0.587 -1.535
H -1.789 -0.344 -0.058
H 0.259 -0.323 1.829
H 0.435 -1.558 0.568
H 0.468 1.494 0.292
N -0.333 0.680 -2.637
O -1.472 -0.563 0.822
F 1.928 0.188 -0.012
```


## B
The following is a quantum chemistry calculation of C3H4FNO in the gas phase, from the OMol25 dataset.

Properties
SMILES = O=CN/C=C\F
frontier orbital gap = 10.107 eV
total charge = 0
HOMO energy = -0.341 Eh
LUMO energy = 0.8 eV
molecular weight = 89.1 g mol⁻¹

Structure (XYZ):
```
10
C3H4FNO (the ωB97M-V functional and the def2-TZVPD basis)
C -1.739 -0.065 -0.289
C -0.550 -0.496 -0.078
C 1.858 0.013 -0.017
H -2.601 -0.725 -0.302
H -0.583 -1.572 0.468
H 0.285 1.422 0.202
H 1.927 -1.112 -0.103
N 0.535 0.367 0.035
O 2.710 0.899 0.263
F -1.843 1.269 -0.180
```


Most stable: A (next structure +49.9 kJ/mol)


## A
The following is a quantum chemistry calculation of a gas-phase ion, C6H11N2O (charge +1), from the OMol25 dataset.

Properties
SMILES = C[N+]1=C[C@H]2O[C@H]2NCC1
frontier orbital gap = 10.846 eV
total charge = +1
HOMO energy = -0.522 Eh
LUMO energy = -3.4 eV
molecular weight = 127.2 g mol⁻¹

Structure (XYZ):
```
20
C6H11N2O (the ωB97M-V functional and the def2-TZVPD basis)
C -0.288 1.022 -0.501
C 0.117 -1.470 0.289
C 0.729 -0.283 1.051
C -1.766 0.804 0.405
C -2.160 -0.553 0.039
C 2.158 1.066 -0.632
N -0.917 -0.952 -0.673
N 0.861 0.769 0.056
O -2.713 0.512 -0.591
H -0.422 1.536 -1.445
H 0.846 -2.010 -0.370
H -0.255 -2.159 1.129
H 0.158 0.219 1.888
H 1.675 -0.478 1.397
H -2.059 1.431 1.314
H -2.595 -1.206 0.646
H 2.165 0.903 -1.722
H 2.831 0.302 -0.243
H 2.594 1.984 -0.500
H -0.958 -1.435 -1.538
```


## B
The following is a quantum chemistry calculation of 2 unconnected molecules or ions with the total composition C6H11N2O, from the OMol25 dataset.

Properties
frontier orbital gap = 9.554 eV
total charge = +1
HOMO energy = -0.507 Eh
LUMO energy = -4.2 eV
molecular weight = 127.2 g mol⁻¹

Structure (XYZ):
```
20
C6H11N2O (the ωB97M-V functional and the def2-TZVPD basis)
C 0.357 1.242 -1.492
C -0.982 0.706 -1.471
C 1.170 1.203 -0.420
C 2.214 1.430 0.275
C 1.045 -1.405 1.367
C -2.834 -0.519 -0.651
N 0.288 -0.411 1.415
N -1.573 0.199 -0.522
O 1.984 -1.757 2.180
H 0.740 1.655 -2.326
H -1.494 0.808 -2.404
H 2.969 0.777 0.393
H 2.225 2.263 0.989
H 0.899 -2.021 0.412
H -3.383 -0.214 -1.506
H -2.617 -1.580 -0.930
H -3.256 -0.392 0.382
H 0.618 0.328 1.996
H -1.054 -0.019 0.396
H 2.683 -2.292 1.915
```


## C
The following is a quantum chemistry calculation of a gas-phase ion, C6H11N2O (charge +1), from the OMol25 dataset.

Properties
SMILES = C\C(N)=[NH+]/C=C\C=C\O
frontier orbital gap = 8.068 eV
total charge = +1
HOMO energy = -0.436 Eh
LUMO energy = -3.8 eV
molecular weight = 127.2 g mol⁻¹

Structure (XYZ):
```
20
C6H11N2O (the ωB97M-V functional and the def2-TZVPD basis)
C 1.280 1.625 -0.398
C 2.328 0.850 0.129
C -0.041 1.406 -0.375
C 2.415 -0.440 0.579
C -1.614 -0.497 -0.018
C -2.606 0.022 -1.005
N -1.854 -1.625 0.569
N -0.547 0.259 0.261
O 3.727 -0.652 1.025
H 1.572 2.504 -0.947
H 3.375 1.314 0.175
H -0.739 1.834 -1.078
H -2.937 -0.803 -1.767
H -2.234 0.860 -1.529
H -3.601 0.345 -0.414
H -1.315 -2.024 1.409
H -2.761 -2.010 0.470
H 1.524 -1.187 0.758
H 0.157 -0.191 0.937
H 3.871 -1.590 1.219
```


Most stable: C (next structure +149.3 kJ/mol)